37
Properties=species:S:1:pos:R:3 method="wB97M-V/def2-TZVPD" e_above_lowest_kj_mol=280.1 orbital_gap_ev=10.623 total_charge=+1 e_homo_ha=-0.506
O -1.175 -0.642 4.138
H -0.802 -1.679 -1.175
H 1.604 3.873 0.346
O 0.962 0.309 0.146
H 1.641 -0.423 0.477
H 0.625 0.915 0.776
O 2.664 -1.113 1.556
H 3.078 -1.541 -1.710
O 1.484 -4.407 0.444
H 3.440 -0.613 1.822
H 2.177 -3.941 -0.103
O -4.014 -0.919 -0.432
H -4.817 -0.422 -0.305
H -3.947 -1.507 0.338
O -0.917 -1.132 -0.296
H -2.185 1.631 -2.271
H -1.312 -0.279 -0.663
O 1.846 2.973 0.278
H 2.621 2.802 -0.213
H -2.009 -0.227 4.261
O -3.329 2.102 1.155
H 0.093 -0.623 -0.174
H -4.148 2.192 1.624
O 3.516 -1.589 -0.867
H 2.983 -1.921 1.016
H 4.436 -1.358 -1.139
O 0.287 -2.510 -2.262
H 0.317 -2.323 -3.192
H 0.411 -3.427 -1.942
O -1.857 1.839 -1.390
H 1.134 -3.543 0.731
H -0.393 -0.435 3.683
O 0.363 4.837 -1.773
H -2.650 2.036 1.804
H 0.176 4.155 -1.095
H -2.309 2.576 -1.022
H 0.009 4.333 -2.570